The following is a DFT calculation (the ωB97M-V functional and the def2-TZVPD basis) of the molecule C6H6N2O at a distorted geometry.

Geometry as XYZ:
```
15
Properties=species:S:1:pos:R:3:forces:R:3:nbo_charge:R:1
C -2.362335 -0.631609 0.243662 0.25 -0.18 0.29 -0.452
C -1.163403 -1.058772 -0.155789 -0.09 0.47 -0.38 0.002
C 0.235945 1.073135 -0.057045 0.56 -0.95 0.04 0.399
C 1.672134 1.247395 0.103108 0.02 2.41 0.07 -0.202
C 2.313616 0.121589 0.120864 -0.15 -2.45 -0.63 -0.250
C 1.266735 -0.996257 -0.045829 1.34 0.43 0.80 0.670
H -2.519125 0.284269 0.826694 0.03 -0.43 -0.37 0.205
H -3.208683 -1.294728 0.067233 0.16 0.33 0.10 0.221
H -1.052933 -2.019153 -0.666766 0.10 0.33 0.26 0.228
H -1.499785 1.606563 -0.349077 0.27 0.61 -0.10 0.346
H 2.016802 2.270234 0.145170 0.33 -0.09 0.05 0.238
H 3.359603 -0.110193 0.122879 0.25 0.08 0.20 0.238
N 0.049590 -0.324680 -0.066810 -1.29 -0.96 -0.11 -0.495
N -0.561721 2.022772 -0.226366 -1.39 -0.26 -0.01 -0.597
O 1.453566 -2.190565 -0.061931 -0.41 0.67 -0.23 -0.550
```
Forces are in eV/Å.

Computed properties:
- Spin multiplicity: 1
- E: -11345.978 eV
- Orbital gap: 9.331 eV
- SMILES: [H]/N=C1/C=CC(=O)N1C=C
- Energy relative to the best compared isomer or geometry (same formula, charge and spin): 0.454 eV
- HOMO: -9.51 eV


The following is a DFT calculation (the ωB97M-V functional and the def2-TZVPD basis) of a cluster of 2 separate species, C6H6N2O2 in total at a distorted geometry.

Geometry as XYZ:
```
16
Properties=species:S:1:pos:R:3:forces:R:3:nbo_charge:R:1
C 1.571057 0.084012 -0.635588 -0.43 -1.14 -1.93 0.658
C 1.504439 -0.463185 0.691670 0.63 0.77 0.39 -0.450
C 0.455077 -1.153498 1.159546 1.12 -0.15 2.57 0.112
C -0.833981 -0.849950 -0.839570 3.28 -0.87 2.75 0.815
C -1.614265 1.991802 -0.065710 0.86 0.69 1.40 -0.255
C -0.649746 2.362491 0.578065 0.37 -1.18 -0.45 -0.252
H 0.254687 -0.111913 -2.311422 0.92 0.00 0.94 0.421
H 2.278771 -0.260760 1.359481 1.23 0.29 0.86 0.234
H 0.328729 -1.523932 2.194504 0.98 0.24 -0.54 0.220
H -1.369757 -2.078377 0.690749 1.05 1.15 0.47 0.429
H -2.573863 1.684815 -0.431163 0.30 0.15 -0.21 0.249
H 0.346801 2.386683 1.077450 -1.54 0.39 -0.72 0.255
N 0.432782 -0.431564 -1.337134 -3.29 0.69 -2.21 -0.669
N -0.633065 -1.365626 0.497681 -4.19 -0.97 -3.57 -0.609
O 2.412183 0.680027 -1.297318 -0.81 -0.38 1.63 -0.574
O -1.909850 -0.951023 -1.331244 -0.47 0.33 -1.40 -0.587
```
Forces are in eV/Å.

Computed properties:
- Spin multiplicity: 1
- E: -13392.323 eV
- Orbital gap: 9.932 eV
- SMILES: O=c1cc[nH]c(=O)[nH]1.C#C
- Energy relative to the best compared isomer or geometry (same formula, charge and spin): 2.303 eV
- HOMO: -9.41 eV


The following is a DFT calculation (the ωB97M-V functional and the def2-TZVPD basis) of a structure of composition C6H6N2O2 at a distorted geometry.

Geometry as XYZ:
```
16
Properties=species:S:1:pos:R:3:forces:R:3:nbo_charge:R:1
C 1.263461 -0.757185 -0.045751 0.96 4.39 0.46 0.428
C 1.691154 0.686374 -0.070879 -0.50 -6.43 -0.07 -0.348
C 0.789957 1.618332 -0.188106 1.96 7.37 -0.19 -0.110
C -0.534971 1.345319 -0.138603 -3.95 1.45 -0.57 -0.333
C -0.768495 -0.015425 -0.137319 -7.63 3.46 -0.61 0.181
C -2.394799 -0.390437 -0.257419 3.99 1.79 6.19 0.796
H 3.202093 -1.610279 0.387022 -2.99 0.55 -1.09 0.389
H 1.952448 -2.488581 0.190095 -5.84 -18.01 2.93 0.337
H 2.668738 0.842260 -0.264099 3.15 0.65 -0.12 0.207
H 1.458178 2.866454 -0.292839 -2.86 -3.76 0.27 0.198
H -1.513755 2.096163 -0.239845 3.20 -2.01 0.39 0.248
H -4.080459 -0.373206 1.176319 5.43 0.60 -1.37 0.486
N 2.168620 -1.729739 0.054459 8.95 16.32 -2.00 -0.709
N -0.028526 -1.011092 -0.102687 3.19 -4.13 0.13 -0.490
O -2.902916 -0.189434 1.025583 -4.40 -0.13 0.49 -0.737
O -2.970729 -0.889521 -1.095938 -2.66 -2.10 -4.84 -0.543
```
Forces are in eV/Å.

Computed properties:
- Spin multiplicity: 1
- E: -13389.454 eV
- Orbital gap: 9.031 eV
- Energy relative to the best compared isomer or geometry (same formula, charge and spin): 5.173 eV
- HOMO: -8.44 eV


The following is a DFT calculation (the ωB97M-V functional and the def2-TZVPD basis) of the molecule C6H6N2O2S at a distorted geometry.

Geometry as XYZ:
```
17
Properties=species:S:1:pos:R:3:forces:R:3:nbo_charge:R:1
C -1.444118 1.162915 1.916655 1.11 0.50 0.27 0.013
C -0.690336 -0.137138 -1.217217 -1.68 5.22 4.97 0.197
C -0.343821 0.513659 1.473434 -1.71 0.71 -0.87 0.084
C -0.732410 -0.077150 3.611979 1.56 -2.27 -1.77 0.869
C 1.272764 -1.031638 -1.691280 2.09 1.00 -0.77 -0.343
C 0.159417 0.740723 0.097262 0.63 -3.60 -2.04 -0.436
N -0.053670 -0.869118 -1.889244 -0.16 -2.74 -3.19 -0.380
N -0.002635 -0.422049 2.434579 0.62 0.81 0.15 -0.620
O -0.495185 -0.631174 4.639372 -0.82 0.64 1.22 -0.589
O -1.695311 0.770975 3.230400 -0.38 0.50 0.58 -0.452
S 1.814610 0.084599 -0.278401 0.23 -0.77 1.04 0.112
H -1.876431 2.109449 1.588912 -0.11 -0.70 0.08 0.217
H -1.682439 0.219085 -1.405545 -0.68 -0.20 0.10 0.191
H 1.501782 -2.055410 -1.928471 0.85 -0.64 1.21 0.235
H 1.768100 -0.447388 -2.454322 0.14 -0.27 -0.75 0.224
H 0.272714 1.742866 -0.197225 -0.70 1.43 -0.06 0.242
H 0.934976 -0.843976 2.522679 -0.97 0.40 -0.15 0.435
```
Forces are in eV/Å.

Computed properties:
- Spin multiplicity: 1
- E: -24227.466 eV
- Orbital gap: 9.174 eV
- SMILES: O=c1[nH]c([C@@H]2C=NCS2)co1
- Energy relative to the best compared isomer or geometry (same formula, charge and spin): 0.994 eV
- HOMO: -8.61 eV


The following is a DFT calculation (the ωB97M-V functional and the def2-TZVPD basis) of the molecule C6H6N2OS at a distorted geometry.

Geometry as XYZ:
```
16
Properties=species:S:1:pos:R:3:forces:R:3:nbo_charge:R:1
C 2.687839 0.672784 0.019838 -1.53 0.19 -0.57 0.275
C 2.129600 -1.537353 -0.089206 -0.35 -2.86 0.78 0.271
C 1.579348 -0.235585 -0.098862 -0.14 0.97 0.23 -0.459
C 0.267804 0.236060 -0.053930 -0.06 0.69 0.27 0.357
C -0.861619 -1.917097 -0.022525 1.21 0.40 1.51 -0.287
C -1.819102 2.236080 0.016585 -0.67 -4.56 -0.89 -0.738
N 3.532411 1.440380 0.037017 0.94 0.64 0.20 -0.288
N 2.553139 -2.614159 0.066263 -0.52 1.75 -0.57 -0.305
O -0.874234 -0.439144 0.036082 1.35 0.00 -1.37 -0.495
S -0.002595 2.034041 -0.029182 0.07 -1.19 -0.14 0.294
H -1.953278 -2.063800 -0.144450 1.01 -0.77 -0.34 0.222
H -0.557421 -2.093824 1.063695 -0.40 -0.83 -1.57 0.210
H -0.061078 -2.401594 -0.758728 -2.23 1.24 1.38 0.239
H -1.941218 3.204796 0.335959 -0.60 1.98 1.32 0.231
H -2.339078 1.353536 0.567785 1.11 2.06 -0.05 0.250
H -2.340525 2.124882 -0.946336 0.81 0.29 -0.19 0.226
```
Forces are in eV/Å.

Computed properties:
- Spin multiplicity: 1
- E: -22179.265 eV
- Orbital gap: 9.189 eV
- SMILES: COC(SC)=C(C#N)C#N
- Energy relative to the best compared isomer or geometry (same formula, charge and spin): 2.244 eV
- HOMO: -9.16 eV


The following is a DFT calculation (the ωB97M-V functional and the def2-TZVPD basis) of a cluster of 2 separate species, C6H6N2S in total at a distorted geometry.

Geometry as XYZ:
```
15
Properties=species:S:1:pos:R:3:forces:R:3:nbo_charge:R:1
C 1.338767 -2.083695 2.170423 1.59 -0.32 2.17 -0.195
C 0.825972 -1.833524 1.135860 -0.10 0.06 -0.37 -0.079
C 0.243781 -1.468955 -0.013709 -0.03 -0.77 0.17 -0.220
C 1.961064 0.621305 0.268199 2.59 0.78 -3.00 0.402
C -0.480817 -1.343446 -0.943823 -2.11 1.62 -2.94 0.281
C 0.987973 1.131119 1.139896 -0.98 1.39 -0.37 -0.712
N 2.786334 0.717095 -0.566908 -1.82 -1.28 1.68 -0.383
N -1.327601 -1.111889 -1.994194 0.84 0.40 1.35 -0.839
S 3.827726 0.421355 -1.748098 0.48 0.21 -0.41 -0.074
H 1.994332 -2.175025 3.008330 -0.32 -0.25 0.00 0.238
H 1.270367 2.105762 1.398267 0.65 1.79 0.28 0.251
H -0.013124 1.247266 0.768903 -0.42 -0.50 -0.54 0.255
H 0.983747 0.643631 2.032419 -0.32 -1.73 2.43 0.254
H -1.381776 -0.205632 -2.486698 0.37 -1.12 0.60 0.417
H -1.452280 -1.957898 -2.493361 -0.42 -0.27 -1.03 0.402
```
Forces are in eV/Å.

Computed properties:
- Spin multiplicity: 1
- E: -20128.584 eV
- Orbital gap: 8.387 eV
- SMILES: CC#[N+][S-].C#CC#CN
- Energy relative to the best compared isomer or geometry (same formula, charge and spin): 5.068 eV
- HOMO: -7.92 eV


The following is a DFT calculation (the ωB97M-V functional and the def2-TZVPD basis) of the molecule C6H6N4 at a distorted geometry.

Geometry as XYZ:
```
16
Properties=species:S:1:pos:R:3:forces:R:3:nbo_charge:R:1
C 1.193705 -0.674430 -0.021906 -0.87 -0.20 0.68 0.406
C 1.414530 1.609305 -0.049748 -0.62 0.98 1.02 0.056
C -0.032218 1.896973 -0.077212 5.62 -7.49 0.28 -0.338
C -0.803454 0.710139 0.006390 1.30 5.06 -0.58 0.132
C -2.420419 -0.779567 -0.053627 17.23 4.73 -1.50 0.215
C -0.213153 -0.487351 0.028386 -0.92 -4.16 -0.43 0.033
H 1.696015 -2.828689 0.170367 -3.73 -6.19 2.75 0.411
H 2.719553 -2.075209 0.062471 -0.99 2.30 -1.20 0.373
H 2.263276 2.381316 0.126292 -2.19 -0.58 -0.72 0.202
H -0.088628 2.846634 -0.062783 -2.18 6.56 0.07 0.215
H -2.825272 1.063535 -0.002472 -8.11 7.68 0.76 0.384
H -3.183118 -1.170862 0.085833 -13.09 -5.91 1.78 0.148
N 1.663017 -1.977251 -0.139193 5.52 5.97 -2.00 -0.816
N 2.015794 0.414007 0.001579 -1.32 -2.42 -0.33 -0.495
N -2.121496 0.575694 -0.064447 4.82 -8.57 -0.62 -0.492
N -1.278125 -1.504251 -0.009927 -0.48 2.22 0.04 -0.434
```
Forces are in eV/Å.

Computed properties:
- Spin multiplicity: 1
- E: -12275.149 eV
- Orbital gap: 8.795 eV
- SMILES: Nc1nccc2[nH]cnc12
- Energy relative to the best compared isomer or geometry (same formula, charge and spin): 4.611 eV
- HOMO: -7.96 eV


The following is a DFT calculation (the ωB97M-V functional and the def2-TZVPD basis) of the molecule C6H6N4O at a distorted geometry.

Geometry as XYZ:
```
17
Properties=species:S:1:pos:R:3:forces:R:3:nbo_charge:R:1
C -0.083905 -1.298203 -2.064841 1.03 0.62 2.07 -0.638
C 0.414578 -0.701989 -0.717664 -0.36 0.41 -1.35 0.227
C 1.558506 -0.977481 -0.104446 1.44 -2.45 1.92 -0.359
C 1.848668 -0.399975 1.259076 0.20 -0.66 -0.63 0.616
C -0.086638 0.898485 1.022313 0.99 -2.12 0.20 0.618
C -2.260226 1.893473 0.907487 -3.70 0.53 -0.36 0.394
H -0.359689 -0.494864 -2.733490 -0.08 0.03 -0.30 0.223
H 0.677685 -1.950388 -2.479142 0.11 0.20 -0.12 0.241
H -0.916036 -1.903266 -1.796743 -1.02 -0.49 -0.18 0.229
H 2.150155 -1.958568 -0.250212 -0.83 2.04 -0.50 0.246
H -0.698084 2.389255 2.219293 0.03 1.19 1.68 0.449
H -1.175312 0.670003 -0.741955 1.09 -0.56 0.89 0.426
N 0.900970 0.477194 1.763545 -1.41 2.27 -0.03 -0.553
N -0.995900 1.887628 1.443664 -0.93 -1.90 -2.64 -0.637
N -3.394265 1.904462 0.502687 5.26 -0.08 1.60 -0.321
N -0.396151 0.289634 -0.152765 -1.29 0.84 -1.72 -0.592
O 2.815645 -0.725400 1.923194 -0.50 0.14 -0.52 -0.568
```
Forces are in eV/Å.

Computed properties:
- Spin multiplicity: 1
- E: -14326.290 eV
- Orbital gap: 9.797 eV
- SMILES: Cc1cc(=O)nc(NC#N)[nH]1
- Energy relative to the best compared isomer or geometry (same formula, charge and spin): 1.227 eV
- HOMO: -9.48 eV


The following is a DFT calculation (the ωB97M-V functional and the def2-TZVPD basis) of the molecule C6H6N4O2 at a distorted geometry.

Geometry as XYZ:
```
18
Properties=species:S:1:pos:R:3:forces:R:3:nbo_charge:R:1
C 3.047713 -1.600472 -0.217982 0.62 -0.46 -0.33 0.214
C 1.864476 -0.907280 0.060556 -1.06 4.28 0.44 0.257
C 1.965576 2.068348 -0.050518 -0.96 -3.23 0.03 0.939
C -1.293372 -0.358519 0.273051 -0.04 -0.08 -0.54 0.301
C -1.479226 -0.242996 -1.208938 0.21 -0.12 -0.02 -0.687
C -2.382574 0.153890 1.154568 0.09 0.04 0.18 -0.650
N 4.001315 -2.188002 -0.460717 0.24 -0.04 0.00 -0.226
N 0.770114 -1.442593 0.367288 0.95 -1.36 -1.10 -0.156
N -0.289705 -0.881453 0.831481 -0.52 0.95 1.53 -0.227
N 1.947447 0.636629 -0.085179 -0.79 -1.45 -0.33 -0.323
O 3.152399 1.550895 0.125419 1.43 0.46 0.29 -0.341
O 1.272092 2.992751 -0.162511 0.09 0.91 0.05 -0.496
H -1.938699 0.713004 -1.450739 -0.02 0.03 -0.05 0.235
H -2.141748 -1.037779 -1.555298 -0.06 0.01 -0.03 0.239
H -0.532411 -0.333128 -1.737473 0.01 0.00 -0.05 0.230
H -3.344765 -0.265303 0.867379 -0.09 -0.02 -0.07 0.224
H -2.445577 1.236568 1.059014 -0.08 0.11 -0.04 0.230
H -2.173056 -0.094560 2.190602 -0.02 -0.01 0.04 0.238
```
Forces are in eV/Å.

Computed properties:
- Spin multiplicity: 1
- E: -16368.670 eV
- Orbital gap: 9.344 eV
- SMILES: CC(C)=N/N=C(/C#N)N1OC1=O
- Energy relative to the best compared isomer or geometry (same formula, charge and spin): 6.413 eV
- HOMO: -9.42 eV


The following is a DFT calculation (the ωB97M-V functional and the def2-TZVPD basis) of a structure of composition C6H6NO2 at a distorted geometry.

Geometry as XYZ:
```
15
Properties=species:S:1:pos:R:3:forces:R:3:nbo_charge:R:1
C -2.015185 1.296580 2.734371 1.47 -7.07 -0.80 0.591
C -1.079091 -0.599471 0.336648 -2.77 -1.80 5.27 -0.149
C -0.113134 -0.341317 -0.327405 -0.34 0.19 -0.83 0.018
C -1.858946 -1.070542 2.168371 1.70 -6.11 -6.07 0.749
C 1.923136 -0.719946 -1.587567 -1.98 0.32 3.14 -0.629
C 0.618740 0.212199 -1.454437 0.93 -3.67 0.98 0.015
N -1.787302 0.125694 2.623510 -1.62 10.45 3.01 -0.303
O -2.166596 -2.148244 2.532711 0.31 2.27 -0.13 -0.300
O 0.852502 1.473183 -1.038262 0.43 2.28 0.49 -0.697
H -2.076110 2.296239 2.423642 -0.11 1.57 0.11 0.306
H 2.435601 -0.140924 -0.776394 0.94 -0.92 -1.13 0.227
H 1.720719 -1.784721 -1.117819 0.41 2.07 -1.53 0.237
H 2.287288 -0.681161 -2.586162 0.78 -0.19 -0.44 0.234
H -0.064701 0.091529 -2.252201 -0.57 0.22 -1.43 0.209
H 1.323078 1.990901 -1.679007 0.42 0.38 -0.65 0.491
```
Forces are in eV/Å.

Computed properties:
- Spin multiplicity: 1
- E: -11887.896 eV
- Orbital gap: 6.096 eV
- Net charge: +1
- Energy relative to the best compared isomer or geometry (same formula, charge and spin): 7.052 eV
- HOMO: -13.66 eV